[1]
DFT (ωB97M-V/def2-TZVPD) results for a molecular structure, C52H58AsCuF5OP2Si4.

Results
Relative energy (zero: lowest compared OMol25 entry of this formula, charge and spin) = 0.0 kcal per mole
Highest occupied orbital energy (alpha / beta) = -6.76 / -7.52 eV
Largest force on an atom = 0.518 eV/A
Charge = 0
Kohn-Sham gap (alpha / beta) = 7.30 / 6.68 eV
2S+1 = 2

Last column: Löwdin charge in e.
Positions of all 124 atoms, in Å:
Cu 0.151794 1.453199 0.440138  0.046
C 0.162222 4.890299 1.752025  -0.180
Si 0.226590 3.795707 0.227757  0.682
C 1.821895 4.208476 -0.702344  -0.268
C 2.251994 5.527611 -0.892560  -0.092
C 3.424948 5.810254 -1.569094  -0.074
C 4.206859 4.773195 -2.069464  -0.070
C 3.804625 3.463598 -1.887652  -0.083
C 2.620070 3.180121 -1.205032  -0.364
P 2.065765 1.452131 -0.968226  1.075
C 3.518779 0.662102 -0.211089  -0.348
C 4.666064 0.297238 -0.916609  -0.109
C 5.772296 -0.195386 -0.243828  -0.081
C 5.746514 -0.318441 1.139881  -0.080
C 4.607538 0.035719 1.846191  -0.074
C 3.489369 0.513688 1.174832  -0.081
C 2.021314 0.848898 -2.684740  -0.359
C 2.183554 -0.502883 -2.980095  -0.093
C 2.062677 -0.954801 -4.287035  -0.080
C 1.767525 -0.064514 -5.309838  -0.088
C 1.592473 1.282116 -5.022260  -0.078
C 1.718146 1.737064 -3.718192  -0.099
C -1.218709 4.193559 -0.934870  -0.263
C -1.420630 5.497691 -1.399171  -0.085
C -2.427578 5.794810 -2.302351  -0.075
C -3.257097 4.782584 -2.772363  -0.073
C -3.083386 3.486541 -2.318660  -0.091
C -2.081749 3.191295 -1.391275  -0.352
P -1.882995 1.502964 -0.716738  1.071
C -3.208478 1.331525 0.518851  -0.366
C -3.029515 0.358052 1.497807  -0.116
C -3.971434 0.188022 2.500039  -0.069
C -5.098528 0.996342 2.535885  -0.069
C -5.285864 1.966647 1.560994  -0.069
C -4.346358 2.132133 0.553442  -0.074
C -2.459893 0.465765 -2.100461  -0.349
C -1.609931 0.302527 -3.193632  -0.086
C -2.019627 -0.423202 -4.299676  -0.078
C -3.284592 -0.999227 -4.323227  -0.091
C -4.127575 -0.856540 -3.233287  -0.084
C -3.716225 -0.132925 -2.119922  -0.084
H 0.624023 5.862202 1.556160  0.025
H 0.712518 4.424279 2.572711  0.034
H -0.864084 5.049095 2.079890  0.033
H 1.663840 6.350760 -0.501224  0.092
H 3.737907 6.838017 -1.705017  0.105
H 5.128196 4.989722 -2.595015  0.105
H 4.414325 2.657591 -2.276959  0.101
H 4.695246 0.388329 -1.995857  0.102
H 6.655238 -0.483793 -0.800004  0.105
H 6.613492 -0.700183 1.664491  0.105
H 4.576514 -0.069220 2.923177  0.109
H 2.590065 0.759129 1.732022  0.078
H 2.404821 -1.208078 -2.186476  0.092
H 2.199375 -2.006733 -4.503402  0.100
H 1.677499 -0.419329 -6.328802  0.105
H 1.360324 1.982760 -5.814451  0.107
H 1.589054 2.791945 -3.505402  0.110
H -0.771796 6.298088 -1.058499  0.098
H -2.561080 6.811443 -2.650779  0.104
H -4.036895 5.004641 -3.489860  0.105
H -3.724886 2.696418 -2.691692  0.107
H -2.128905 -0.248542 1.489846  0.075
H -3.812632 -0.562023 3.264391  0.099
H -5.825566 0.877719 3.329125  0.105
H -6.160007 2.604542 1.590876  0.105
H -4.493319 2.906389 -0.189074  0.100
H -0.625296 0.750497 -3.183212  0.081
H -1.348138 -0.541115 -5.141040  0.101
H -3.604766 -1.569863 -5.185838  0.105
H -5.108869 -1.313878 -3.241686  0.107
H -4.382166 -0.022007 -1.273522  0.103
C -1.148296 -2.145930 3.566233  -0.210
Si -1.383675 -3.351262 2.147376  0.244
C -1.145715 -5.083909 2.826602  -0.206
C -3.131473 -3.268984 1.458652  -0.222
As 0.107255 -2.675986 0.448668  0.815
Si 2.128944 -3.556272 1.293433  0.251
C 2.424439 -2.663004 2.910719  -0.219
C 2.206331 -5.409098 1.616996  -0.203
C 3.478372 -3.142859 0.058993  -0.213
Si -0.516749 -4.161974 -1.276680  0.235
C -2.024139 -3.424190 -2.099024  -0.218
C 0.841381 -4.219958 -2.567867  -0.214
C -0.925020 -5.923532 -0.766552  -0.214
H -2.035495 -2.111305 4.205193  0.035
H -0.932457 -1.137947 3.209884  0.001
H -0.306284 -2.452012 4.191643  0.027
H -1.996111 -5.308480 3.479073  0.037
H -0.239561 -5.169994 3.426656  0.016
H -1.111990 -5.843404 2.045460  0.011
H -3.844440 -3.190768 2.285009  0.033
H -3.363929 -4.185005 0.909360  0.022
H -3.295696 -2.420031 0.793901  0.008
H 1.942299 -3.190627 3.737482  0.027
H 2.031408 -1.646155 2.893028  0.003
H 3.494859 -2.614173 3.127966  0.033
H 1.823433 -5.655854 2.607327  0.016
H 3.256099 -5.716422 1.582910  0.032
H 1.663448 -6.010168 0.889324  0.004
H 3.538784 -2.067103 -0.116114  -0.004
H 3.326789 -3.641326 -0.899861  0.014
H 4.442818 -3.469465 0.459381  0.038
H -1.811161 -2.405961 -2.429860  0.005
H -2.892187 -3.388915 -1.439396  0.019
H -2.291526 -4.014975 -2.980786  0.042
H 1.126839 -3.209423 -2.864010  -0.006
H 0.459773 -4.735085 -3.454780  0.036
H 1.733024 -4.749968 -2.229885  0.021
H -1.855124 -5.968276 -0.196174  0.018
H -0.141170 -6.394777 -0.175115  0.005
H -1.065789 -6.522653 -1.671712  0.033
F -1.490308 2.240574 7.247454  0.105
C -1.011011 1.950421 6.029643  -0.154
C -1.609373 2.458761 4.894329  -0.148
F -2.679522 3.254560 5.006264  0.112
C -1.112591 2.150928 3.641060  -0.150
F -1.735934 2.688224 2.577120  0.066
C -0.002866 1.310885 3.441413  -0.304
O 0.468099 0.956512 2.280616  -0.187
C 0.588330 0.839238 4.628651  -0.148
F 1.670438 0.047816 4.536746  0.089
C 0.100092 1.137809 5.883590  -0.149
F 0.699435 0.638770 6.970586  0.113

Forces on the atoms, in the same order (eV/Å):
Cu 0.05 0.09 -0.51
C 0.04 0.02 -0.02
Si -0.16 0.03 0.08
C 0.06 -0.06 0.03
C -0.01 0.01 0.00
C 0.01 0.00 0.00
C -0.01 0.00 0.00
C 0.01 0.04 0.03
C 0.00 -0.02 -0.04
P 0.00 0.00 0.26
C 0.06 -0.01 0.00
C -0.01 0.01 -0.03
C 0.00 0.00 -0.02
C 0.00 -0.01 0.02
C 0.00 -0.04 -0.01
C 0.02 -0.01 0.02
C -0.02 0.07 -0.07
C -0.06 -0.05 0.00
C 0.00 0.00 0.07
C -0.01 0.02 -0.02
C -0.03 -0.03 -0.03
C 0.05 0.00 0.00
C 0.01 0.07 0.01
C 0.01 -0.01 0.00
C -0.03 -0.02 -0.02
C 0.03 0.03 0.02
C 0.01 -0.01 -0.01
C -0.03 -0.04 -0.06
P 0.06 0.10 0.26
C -0.10 0.01 -0.07
C -0.01 -0.05 0.00
C 0.02 -0.03 -0.01
C -0.02 0.03 -0.01
C 0.00 -0.03 0.03
C 0.03 0.05 0.01
C 0.05 -0.13 0.02
C -0.01 -0.02 0.00
C -0.05 0.01 -0.05
C 0.03 0.02 -0.04
C -0.01 0.00 0.06
C -0.03 0.04 -0.06
H -0.03 0.00 0.00
H 0.00 0.01 -0.01
H -0.02 -0.02 0.01
H 0.00 -0.01 0.00
H 0.00 0.00 0.00
H 0.00 0.00 0.00
H 0.00 0.01 0.00
H -0.02 -0.02 -0.01
H 0.00 0.00 0.01
H 0.00 0.01 0.00
H -0.01 -0.01 0.00
H 0.01 0.00 -0.02
H 0.00 -0.01 0.03
H 0.01 0.01 -0.02
H 0.00 0.00 0.00
H 0.00 -0.01 0.01
H -0.02 -0.03 -0.02
H 0.00 -0.01 0.00
H 0.00 -0.01 0.00
H 0.01 0.00 0.00
H -0.01 0.01 0.01
H 0.01 0.01 -0.01
H 0.00 -0.01 0.00
H 0.00 0.00 0.00
H 0.00 0.00 0.00
H 0.02 -0.01 0.00
H 0.05 0.01 0.00
H 0.00 0.00 0.01
H 0.00 0.01 0.00
H 0.00 0.00 0.00
H 0.00 -0.02 0.00
C -0.04 0.00 0.00
Si 0.08 0.04 0.00
C -0.05 -0.02 0.02
C -0.01 0.00 0.04
As -0.03 -0.08 -0.09
Si -0.05 0.01 -0.06
C 0.03 -0.02 0.02
C 0.05 0.01 -0.01
C -0.01 0.04 0.05
Si 0.00 0.00 0.13
C 0.02 -0.01 -0.03
C 0.02 -0.01 -0.02
C -0.05 0.00 -0.05
H 0.01 0.00 0.00
H -0.03 0.02 0.01
H 0.00 0.01 -0.03
H 0.02 -0.02 0.00
H 0.02 0.03 0.00
H 0.00 0.01 0.01
H -0.01 -0.02 -0.02
H 0.00 0.02 -0.02
H 0.02 0.01 0.01
H 0.00 0.01 -0.01
H 0.04 0.01 -0.03
H 0.00 0.00 0.02
H -0.03 -0.01 -0.01
H -0.01 -0.01 0.02
H 0.02 0.01 -0.05
H -0.01 -0.01 0.01
H -0.02 -0.01 -0.02
H 0.00 0.01 -0.02
H -0.01 -0.01 0.03
H 0.01 0.00 0.02
H -0.02 0.01 0.01
H 0.00 -0.01 0.02
H 0.03 0.00 0.00
H 0.01 0.00 0.03
H 0.02 0.01 0.01
H 0.01 0.00 0.00
H -0.01 0.00 0.01
F 0.00 0.00 0.00
C 0.01 0.00 0.03
C 0.00 -0.01 -0.01
F -0.01 0.01 0.00
C 0.06 -0.05 0.05
F 0.01 0.08 -0.05
C -0.05 0.02 -0.10
O 0.01 -0.08 0.22
C -0.03 0.03 -0.01
F 0.02 -0.01 0.01
C 0.00 0.00 0.00
F 0.01 -0.01 0.01

***

[2]
DFT (ωB97M-V/def2-TZVPD) results for 5 unconnected molecules or ions with the total composition C20H35N5 at a distorted geometry.

Results
SMILES = CCCC#N.CCCC#N.CCCC#N.CCCC#N.CCCC#N
Relative energy (zero: lowest compared OMol25 entry of this formula, charge and spin) = 37.9 kcal per mole
Highest occupied orbital energy = -10.97 eV
Largest force on an atom = 5.003 eV/A
Charge = 0
Kohn-Sham gap = 11.60 eV

Last column: natural (NBO) charge in e.
Positions of all 60 atoms, in Å:
C 3.383208 -4.125478 -4.435566  -0.610
C 4.137859 -4.197245 -3.134782  -0.370
C 3.261307 -5.000066 -2.106334  -0.532
C 2.043595 -4.337405 -1.699490  0.299
N 1.064774 -3.866366 -1.300346  -0.344
H 2.390513 -3.739533 -4.349751  0.211
H 3.342105 -5.100885 -4.834922  0.204
H 4.001290 -3.468909 -5.052761  0.217
H 4.419854 -3.234289 -2.657769  0.217
H 5.098371 -4.669310 -3.316808  0.210
H 3.896670 -5.177545 -1.198957  0.252
H 3.078819 -6.036372 -2.411633  0.248
C -1.291841 0.558480 -1.357560  -0.607
C -0.960911 0.299009 -2.794453  -0.396
C 0.173482 -0.664951 -2.979002  -0.508
C 1.529592 -0.096782 -2.676304  0.297
N 2.555349 0.306914 -2.250962  -0.357
H -1.910592 -0.233738 -0.942335  0.210
H -1.948455 1.433881 -1.200512  0.216
H -0.373778 0.691552 -0.785512  0.205
H -0.521283 1.281247 -3.079110  0.206
H -1.803900 0.024449 -3.363307  0.221
H 0.240958 -1.089891 -3.998690  0.247
H 0.052714 -1.480135 -2.261121  0.265
C 4.843680 2.788609 2.942112  -0.617
C 4.319777 3.825187 3.830046  -0.375
C 2.869540 3.752732 4.314172  -0.512
C 1.976947 3.779890 3.169955  0.292
N 1.433522 3.955676 2.214499  -0.333
H 4.365301 2.792880 1.978092  0.220
H 4.779397 1.799911 3.357893  0.203
H 5.891339 3.033077 2.616308  0.222
H 4.462603 4.763717 3.297418  0.206
H 5.033492 3.915790 4.686264  0.207
H 2.738760 4.578844 4.945563  0.251
H 2.799347 2.858307 4.881262  0.238
C -5.472245 1.436246 -0.965964  -0.618
C -6.491179 0.716683 -0.122548  -0.369
C -6.113472 -0.782143 -0.117379  -0.537
C -6.196735 -1.405317 -1.374646  0.293
N -6.124014 -1.845969 -2.415967  -0.345
H -5.246408 0.885153 -1.860150  0.213
H -4.520601 1.633742 -0.381331  0.211
H -5.885668 2.417707 -1.184955  0.212
H -7.562035 0.817634 -0.469943  0.202
H -6.448419 1.104085 0.863830  0.215
H -6.722974 -1.306710 0.590309  0.246
H -5.044100 -0.866157 0.215721  0.274
C 0.149687 -0.225436 1.790529  -0.605
C -0.213698 0.649741 3.021912  -0.383
C -1.398564 1.571581 2.716624  -0.510
C -2.653581 0.809298 2.379373  0.318
N -3.561045 0.199546 2.015928  -0.379
H -0.704074 -0.852003 1.624346  0.211
H 1.092481 -0.809670 2.017076  0.217
H 0.295023 0.356183 0.885152  0.207
H 0.723440 1.190361 3.255576  0.213
H -0.486330 -0.013400 3.870199  0.205
H -1.135032 2.287154 1.950138  0.263
H -1.653865 2.110442 3.650575  0.246

Forces on the atoms, in the same order (eV/Å):
C 1.46 1.48 0.15
C -0.93 -0.11 1.42
C 2.54 -0.50 0.73
C -1.22 0.34 0.59
N 0.93 -0.27 -0.55
H -0.62 0.40 0.13
H -0.09 -1.08 -0.77
H -0.49 -0.14 -0.58
H -0.58 -0.28 -0.52
H 0.00 -0.50 0.21
H -0.67 0.42 -0.39
H -0.36 0.32 -0.44
C -1.08 -0.03 0.90
C 1.76 2.55 0.32
C 1.38 -0.99 -0.18
C 2.13 0.93 1.78
N -3.12 -1.20 -1.61
H 0.33 -0.47 0.31
H 0.54 -0.04 -0.37
H -0.24 0.01 -0.01
H -0.82 -0.43 -0.80
H -0.92 -0.17 -0.82
H -0.24 0.18 0.49
H 0.14 -0.34 -0.23
C 1.32 -0.59 -1.71
C 1.15 1.91 0.97
C 1.43 -0.89 -1.00
C 2.42 -0.23 4.00
N -2.73 0.44 -4.17
H -0.75 -0.20 -0.37
H 0.19 -0.57 0.15
H -0.67 -0.41 0.82
H -0.21 0.34 0.04
H -0.91 -0.10 -0.17
H -0.70 1.15 0.88
H -0.60 -0.89 0.57
C 0.53 1.36 0.96
C -0.67 -1.19 -1.09
C 0.93 1.12 2.18
C 0.11 0.23 -0.02
N -0.13 -0.92 -1.93
H 0.14 0.00 -0.55
H -1.01 -0.50 -0.64
H 0.23 0.17 -0.48
H 1.19 0.05 0.08
H -0.05 0.13 1.08
H -0.29 -0.47 0.50
H -0.92 0.02 -0.08
C 0.76 -0.03 1.25
C 0.67 -0.88 -0.69
C -0.73 -0.33 1.45
C 0.96 0.26 -0.64
N 0.26 0.30 0.36
H -0.17 -0.84 -0.35
H -1.22 0.44 -0.43
H 0.26 0.18 0.25
H -0.88 0.25 0.27
H 0.32 0.41 -0.41
H -0.23 0.14 -0.30
H 0.16 0.09 -0.56

***

[3]
DFT (ωB97M-V/def2-TZVPD) results for a molecular structure, C4H5NO2 at a distorted geometry.

Results
Relative energy (zero: lowest compared OMol25 entry of this formula, charge and spin) = 96.7 kcal per mole
Highest occupied orbital energy (alpha / beta) = -9.43 / -9.43 eV
Largest force on an atom = 5.476 eV/A
Charge = 0
Kohn-Sham gap (alpha / beta) = 8.45 / 8.45 eV

Last column: natural (NBO) charge in e.
Positions of all 12 atoms, in Å:
C 0.395931 -0.059050 -1.264336  -0.446
C -0.133942 0.497537 -0.040067  0.039
C -1.431721 -0.128429 0.565224  0.420
C 1.260214 -0.768657 0.213425  0.431
N -0.074268 1.765442 0.290082  -0.604
O -1.627245 -0.235205 1.738758  -0.493
O 0.952738 -1.833031 0.653725  -0.469
H -0.321682 1.906404 1.270836  0.350
H -2.108735 -0.524463 -0.203736  0.130
H 2.249311 -0.306423 0.356104  0.165
H 0.914470 0.637572 -1.916016  0.244
H -0.075070 -0.951697 -1.663998  0.234

Forces on the atoms, in the same order (eV/Å):
C 0.80 -0.99 2.71
C -4.62 2.87 -0.65
C 1.82 -1.12 0.42
C 1.78 -1.44 -2.67
N 2.07 -0.99 -0.03
O -0.35 0.30 -0.06
O -0.41 0.88 0.01
H -0.66 -0.14 -0.19
H -0.34 0.20 -0.10
H -0.42 0.50 0.46
H 0.37 -0.30 0.18
H -0.06 0.22 -0.06

***

[4]
DFT (ωB97M-V/def2-TZVPD) results for 2 unconnected molecules or ions with the total composition C12H12 at a distorted geometry.

Results
SMILES = c1ccccc1.c1ccccc1
Relative energy (zero: lowest compared OMol25 entry of this formula, charge and spin) = 78.2 kcal per mole
Highest occupied orbital energy = -8.97 eV
Largest force on an atom = 7.296 eV/A
Charge = 0
Kohn-Sham gap = 9.93 eV

Last column: natural (NBO) charge in e.
Positions of all 24 atoms, in Å:
C 1.309921 -1.143269 1.015201  -0.227
C 0.902465 0.118679 1.480063  -0.193
C 1.272393 1.322723 0.759962  -0.218
C 2.232580 1.180851 -0.278075  -0.220
C 2.440602 -0.097769 -0.813638  -0.223
C 2.001613 -1.239506 -0.097125  -0.211
H 0.887354 -1.988218 1.518209  0.217
H 0.119234 0.217917 2.232198  0.216
H 1.095065 2.315910 1.316752  0.222
H 2.657608 2.079613 -0.707371  0.215
H 2.961870 -0.106247 -1.695208  0.211
H 2.399699 -2.321506 -0.325749  0.218
C -2.038592 -1.197442 0.213537  -0.243
C -2.575564 -0.062922 0.684212  -0.205
C -2.256906 1.234240 0.120132  -0.244
C -1.346530 1.164867 -0.832612  -0.201
C -0.901790 -0.072392 -1.413574  -0.217
C -1.149746 -1.234991 -0.891474  -0.216
H -2.359972 -2.196011 0.687017  0.217
H -3.360312 -0.021792 1.499684  0.217
H -2.315704 2.314332 0.563839  0.229
H -0.863274 1.985473 -1.343646  0.210
H 0.204894 0.090845 -1.953609  0.216
H -0.769139 -2.208724 -1.471752  0.231

Forces on the atoms, in the same order (eV/Å):
C -2.58 1.83 2.98
C -0.47 1.92 -1.74
C 1.45 -1.02 2.69
C -1.97 -0.32 0.47
C -0.84 0.59 2.81
C 3.62 -2.19 -3.45
H 0.24 -0.55 0.27
H 0.50 -0.16 0.15
H 0.03 -1.54 -1.41
H 0.03 -0.17 -0.29
H 1.47 -0.70 -1.94
H -0.95 2.29 -0.30
C -0.64 -3.85 0.19
C -2.18 3.13 1.59
C 0.11 0.84 2.47
C 1.88 -0.97 -3.59
C 5.24 4.77 -1.75
C -1.13 -4.58 -0.17
H 0.51 1.67 -0.69
H 1.21 -0.60 -0.85
H -0.99 -2.42 -0.40
H -0.28 0.62 0.47
H -3.49 -0.67 0.43
H -0.76 2.07 2.05